C8H3NO4RuS3 | ωB97M-V/def2-TZVPD

Structure (XYZ):
```
20
Properties=species:S:1:pos:R:3:forces:R:3
Ru 0.074 -0.033 -0.458 0.1 0.0 -0.3
O 2.352 -1.794 2.728 0.0 0.0 -0.1
C 1.584 -1.214 1.977 -0.1 0.1 0.1
O 1.602 -1.171 0.697 -0.1 0.1 -0.1
C 0.433 -0.421 2.600 0.1 -0.1 -0.1
C 0.201 -0.315 3.959 -0.1 0.1 0.0
C -0.888 0.442 4.377 0.0 0.0 0.0
C -1.704 1.064 3.442 0.0 0.0 0.0
C -1.403 0.908 2.099 0.0 0.0 0.1
N -0.359 0.181 1.720 0.0 0.0 0.1
C -2.201 1.526 0.956 0.0 0.0 0.1
O -3.174 2.207 1.240 0.0 0.0 0.0
O -1.740 1.248 -0.205 0.2 -0.1 0.0
H 0.866 -0.819 4.644 0.0 0.0 0.0
H -1.098 0.546 5.434 0.0 0.0 0.0
H -2.561 1.663 3.713 0.0 0.0 0.0
S 0.517 -0.154 -4.925 0.0 0.0 0.0
C 0.455 -0.181 -3.292 0.0 0.0 0.1
S 1.276 0.999 -2.284 -0.1 0.0 0.1
S -0.431 -1.398 -2.389 0.0 0.1 0.1
```
Positions in Å, forces in eV/Å.

The calculation puts the orbital gap (alpha / beta) at 7.5 / 6.7 eV. The energy relative to the best compared isomer or geometry (same formula, charge and spin) comes out at 0.00 kJ/mol. Its net charge is -1. Its LUMO energy (alpha / beta) is 2.6 / 1.3 eV. The largest force on an atom comes out at 0.27 eV/Å. The multiplicity is 6.

=====

C8H49F6N4O21S2 | ωB97M-V/def2-TZVPD

Structure (XYZ):
```
90
Properties=species:S:1:pos:R:3:forces:R:3
N 1.304 -2.398 2.362 -0.5 0.3 -0.1
H 0.401 -2.662 2.760 0.2 0.2 0.1
H 1.971 -2.147 3.092 0.0 0.0 -0.2
H 1.108 -1.574 1.704 0.3 -0.6 0.2
H 1.669 -3.162 1.790 0.3 0.2 0.0
C -5.008 -1.698 -1.635 0.3 1.0 2.0
C -4.932 -3.196 -1.637 0.1 -0.1 -0.9
N -3.758 -3.646 -2.419 -0.7 -0.7 0.1
C -3.596 -3.508 -3.765 0.0 0.2 -0.7
C -2.409 -4.068 -4.094 0.3 0.2 0.4
N -1.870 -4.545 -2.915 0.5 -0.3 -0.9
C -2.735 -4.349 -1.949 -0.1 1.2 0.9
C -0.506 -5.060 -2.730 -0.6 -0.4 0.1
H -5.123 -1.238 -2.608 -0.1 0.0 -0.1
H -4.172 -1.249 -1.077 0.4 -0.2 -0.7
H -5.784 -1.353 -0.939 -0.5 -0.3 -0.7
H -5.804 -3.609 -2.143 -0.1 -0.2 0.2
H -4.822 -3.632 -0.651 -0.2 0.1 0.1
H -4.309 -3.039 -4.419 -0.1 0.1 0.2
H -1.867 -4.075 -5.021 0.0 -0.2 -0.1
H -2.571 -4.502 -0.897 0.1 -0.3 0.0
H -0.549 -6.145 -2.670 0.1 0.0 0.0
H -0.148 -4.639 -1.798 0.3 0.0 -0.1
H 0.087 -4.756 -3.581 0.2 0.1 0.0
C -0.421 -1.132 -2.220 -0.3 0.1 -0.1
F 0.235 -2.207 -2.679 -0.2 -0.1 0.0
F 0.241 -0.067 -2.571 0.2 0.4 0.0
F -1.636 -1.088 -2.785 0.1 -0.4 0.1
S -0.653 -1.270 -0.376 1.4 -0.9 0.0
O -1.801 -0.510 -0.069 -1.2 0.8 0.2
O -0.737 -2.694 -0.156 0.4 -0.2 0.0
N 0.722 -0.692 0.258 -1.4 -0.2 -0.7
S 0.520 0.880 0.711 0.2 0.9 1.5
O 0.127 1.756 -0.330 0.0 0.0 -0.7
O -0.170 0.942 1.967 0.1 -0.5 -0.1
C 2.279 1.261 1.153 0.1 -0.1 -0.6
F 2.275 2.328 1.904 0.0 0.2 0.3
F 2.821 0.222 1.826 -0.1 0.2 -0.1
F 2.990 1.484 0.054 0.0 -0.2 0.2
O 2.831 -1.083 -1.577 0.1 -0.6 0.4
H 2.753 -1.950 -1.995 0.0 0.2 -0.2
H 2.115 -1.039 -0.909 0.2 0.1 -0.3
O -3.989 1.652 -0.050 -0.2 -0.3 -0.2
H -3.736 1.753 -0.992 0.1 0.0 0.7
H -3.475 0.894 0.252 0.1 0.0 -0.3
O 6.113 1.384 2.973 0.1 0.0 -0.1
H 6.556 2.223 2.776 -0.1 -0.1 0.0
H 6.003 0.962 2.115 0.0 0.1 0.0
O 1.838 3.515 4.719 -0.2 -0.2 0.1
H 0.858 3.478 4.645 0.2 -0.3 0.0
H 2.049 2.965 5.480 0.0 0.2 0.1
O 0.246 2.647 -3.376 0.0 0.0 0.0
H 0.434 3.274 -2.668 0.0 0.0 0.0
H -0.438 2.074 -3.013 0.1 0.1 0.1
O -1.792 0.167 4.491 0.1 -0.2 0.1
H -1.335 -0.198 5.257 -0.1 0.0 0.0
H -1.826 -0.557 3.852 0.2 0.1 0.1
O 3.306 1.366 -2.930 -0.4 -0.2 -0.3
H 3.011 0.528 -2.536 0.2 0.3 -0.1
H 2.559 1.694 -3.455 0.1 -0.1 0.2
O 5.331 4.485 1.215 -0.2 -0.2 0.2
H 4.797 4.331 2.015 0.4 0.0 -0.1
H 5.199 3.709 0.661 0.0 0.1 -0.2
O -1.752 -2.242 2.761 0.0 -0.2 0.0
H -2.637 -2.022 2.442 0.1 0.1 -0.1
H -1.708 -3.204 2.706 -0.3 0.0 0.1
O 3.735 -2.559 0.785 -0.2 -0.1 -0.1
H 3.691 -2.094 -0.069 0.1 0.1 0.2
H 4.674 -2.670 0.968 0.0 0.0 0.0
O 4.332 3.676 -1.836 -0.1 -0.4 -0.1
H 3.988 2.837 -2.217 0.2 0.5 0.3
H 3.644 3.995 -1.244 0.0 0.1 0.0
O -2.878 1.706 -2.599 0.1 0.1 -0.4
H -2.897 2.556 -3.065 0.0 -0.1 0.1
H -3.357 1.097 -3.171 -0.1 0.1 0.1
O 1.684 5.902 3.174 0.0 -0.2 0.0
H 0.884 6.304 3.526 0.0 0.0 0.0
H 1.823 5.104 3.710 0.0 0.4 -0.1
O -1.855 0.162 -5.875 -0.1 -0.3 0.0
H -2.443 -0.173 -6.562 0.1 0.1 0.0
H -2.437 0.426 -5.158 0.0 0.1 0.0
O -3.249 2.354 2.725 -0.1 -0.4 0.1
H -2.682 1.706 3.159 0.0 0.2 -0.1
H -3.402 2.001 1.838 -0.1 0.5 0.0
O -0.799 2.846 4.446 0.1 0.0 0.3
H -1.608 3.093 4.906 0.0 0.1 -0.1
H -0.866 1.886 4.331 0.0 0.1 -0.2
O 4.717 3.644 3.936 -0.4 -0.1 0.1
H 4.856 2.686 3.892 0.0 0.1 -0.1
H 3.767 3.747 4.096 0.1 0.0 0.1
```
Positions in Å, forces in eV/Å.

The calculation puts the orbital gap at 8.0 eV. Its net charge is +1. Its LUMO energy is -3.4 eV. The largest force on an atom comes out at 2.20 eV/Å. The multiplicity is 1.

=====

C8H4ClNO3Zn | ωB97M-V/def2-TZVPD

Structure (XYZ):
```
18
Properties=species:S:1:pos:R:3:forces:R:3
O 0.001 3.009 -1.055 0.0 -3.7 1.4
C 0.001 1.938 -0.661 0.0 4.2 -1.7
Zn 0.000 -0.006 0.081 0.0 0.1 0.1
C 1.677 -0.969 -0.660 3.8 -2.2 -1.8
C -1.677 -0.967 -0.662 -3.8 -2.2 -1.8
O 2.603 -1.504 -1.061 -3.4 2.0 1.5
O -2.603 -1.502 -1.063 3.3 1.9 1.5
Cl 0.008 2.586 4.866 0.0 0.2 0.4
C 0.003 1.107 4.028 0.0 1.2 0.1
C 0.000 -0.104 4.706 0.0 -0.3 -0.5
C -0.004 -1.286 3.977 0.0 -0.1 -0.7
C -0.004 -1.236 2.591 0.0 1.9 0.7
N 0.000 -0.007 2.005 0.0 -0.1 -1.1
C 0.003 1.187 2.648 0.0 -2.7 0.7
H 0.000 -0.107 5.783 0.0 0.0 0.2
H -0.007 -2.256 4.419 0.0 -0.4 0.6
H -0.006 -2.093 1.929 0.0 -0.1 0.2
H 0.006 2.083 2.059 0.0 0.4 0.1
```
Positions in Å, forces in eV/Å.

The calculation puts the orbital gap at 7.8 eV. Its net charge is +2. Its LUMO energy is -9.0 eV. The largest force on an atom comes out at 4.78 eV/Å. The multiplicity is 1.

=====

> net charge of number 3 (C8H4ClNO3Zn)?

+2

=====

> The highest net charge belongs to which entry?

C8H4ClNO3Zn

=====

What did the third record say?
C8H4ClNO3Zn | ωB97M-V/def2-TZVPD

Structure (XYZ):
```
18
Properties=species:S:1:pos:R:3:forces:R:3
O 0.001 3.009 -1.055 0.0 -3.7 1.4
C 0.001 1.938 -0.661 0.0 4.2 -1.7
Zn 0.000 -0.006 0.081 0.0 0.1 0.1
C 1.677 -0.969 -0.660 3.8 -2.2 -1.8
C -1.677 -0.967 -0.662 -3.8 -2.2 -1.8
O 2.603 -1.504 -1.061 -3.4 2.0 1.5
O -2.603 -1.502 -1.063 3.3 1.9 1.5
Cl 0.008 2.586 4.866 0.0 0.2 0.4
C 0.003 1.107 4.028 0.0 1.2 0.1
C 0.000 -0.104 4.706 0.0 -0.3 -0.5
C -0.004 -1.286 3.977 0.0 -0.1 -0.7
C -0.004 -1.236 2.591 0.0 1.9 0.7
N 0.000 -0.007 2.005 0.0 -0.1 -1.1
C 0.003 1.187 2.648 0.0 -2.7 0.7
H 0.000 -0.107 5.783 0.0 0.0 0.2
H -0.007 -2.256 4.419 0.0 -0.4 0.6
H -0.006 -2.093 1.929 0.0 -0.1 0.2
H 0.006 2.083 2.059 0.0 0.4 0.1
```
Positions in Å, forces in eV/Å.

The calculation puts the orbital gap at 7.8 eV. Its net charge is +2. Its LUMO energy is -9.0 eV. The largest force on an atom comes out at 4.78 eV/Å. The multiplicity is 1.

=====

> Which value of multiplicity does entry 1 give?

6